(1)
Computed, not measured: C19H17N2O2PSm as an isolated structure, with ωB97M-V/def2-TZVPD.

Geometry as XYZ:
```
42
Properties=species:S:1:pos:R:3:lowdin_spin:R:1
Sm 2.18 0.88 -1.10 5.121
N 4.80 1.38 -0.70 -0.006
N 4.13 2.58 -1.23 -0.007
C 3.31 3.20 -0.09 -0.001
O 3.63 4.30 0.26 -0.001
O 2.40 2.41 0.29 -0.014
H 5.32 1.62 0.15 0.000
H 5.50 1.07 -1.38 0.000
H 4.82 3.30 -1.50 0.000
C -5.14 -1.20 -0.62 0.000
C -4.47 -0.66 0.47 0.000
C -3.15 -0.27 0.35 -0.001
C -2.50 -0.41 -0.87 -0.003
C -3.17 -0.96 -1.96 0.000
C -4.49 -1.36 -1.83 0.000
P -0.74 0.02 -1.12 -0.008
C -0.32 0.92 0.46 -0.003
C 0.49 0.41 1.49 -0.002
C 0.79 1.22 2.58 0.000
C 0.29 2.51 2.67 -0.001
C -0.53 3.01 1.67 -0.001
C -0.82 2.23 0.56 0.000
C 0.13 -1.58 -0.81 -0.006
C -0.54 -2.76 -0.49 -0.002
C 0.20 -3.91 -0.28 0.000
C 1.57 -3.87 -0.37 -0.002
C 2.23 -2.68 -0.67 -0.008
C 1.54 -1.50 -0.94 -0.054
H -6.17 -1.50 -0.52 0.000
H -4.97 -0.55 1.41 0.000
H -2.62 0.14 1.20 0.000
H -2.66 -1.07 -2.91 0.000
H -5.01 -1.78 -2.68 0.000
H 0.83 -0.63 1.48 0.000
H 1.41 0.83 3.38 0.000
H 0.54 3.13 3.51 0.000
H -0.92 4.01 1.73 0.000
H -1.46 2.61 -0.23 0.000
H -1.61 -2.77 -0.40 0.000
H -0.30 -4.84 -0.04 0.000
H 2.15 -4.76 -0.20 0.000
H 3.32 -2.70 -0.72 -0.001
```

## Properties
Max |F| ... 2.59 eV/A
Total charge ... +1
Multiplicity ... 6
Kohn-Sham gap (spin up / spin down) ... 6.71 / 7.60 eV
E_HOMO (spin up / spin down) ... -11.34 / -11.35 eV



(2)
Computed, not measured: one molecule with the formula C19H17N3O3S2, with ωB97M-V/def2-TZVPD.

Geometry as XYZ:
```
44
Properties=species:S:1:pos:R:3:nbo_charge:R:1
C 3.28 1.89 -2.17 -0.646
C 2.21 2.81 -1.65 -0.048
C 1.82 3.92 -2.40 -0.196
C 0.84 4.78 -1.95 -0.175
C 0.22 4.54 -0.73 -0.170
C -0.83 5.48 -0.28 0.779
O -1.22 6.43 -0.91 -0.596
O -1.32 5.18 0.93 -0.680
C 0.59 3.44 0.03 -0.205
C 1.58 2.58 -0.42 0.214
N 1.99 1.47 0.33 -0.628
C 1.29 0.82 1.30 0.702
O 0.24 1.18 1.77 -0.600
C 2.03 -0.41 1.83 -0.615
S 0.86 -1.79 2.02 0.311
C 0.13 -1.76 0.43 0.128
N 0.64 -0.92 -0.46 -0.528
C 0.07 -0.86 -1.66 0.263
N -0.95 -1.56 -2.08 -0.459
C -1.46 -2.42 -1.20 0.085
S -2.81 -3.46 -1.53 0.435
C -2.69 -4.10 0.08 -0.148
C -1.70 -3.56 0.83 -0.060
C -0.96 -2.58 0.12 -0.177
C -1.68 -4.13 2.21 -0.420
C -2.63 -5.34 2.08 -0.380
C -3.50 -5.10 0.83 -0.434
H 4.16 1.92 -1.53 0.217
H 3.58 2.20 -3.17 0.231
H 2.92 0.87 -2.23 0.219
H 2.30 4.11 -3.35 0.211
H 0.54 5.64 -2.53 0.238
H -2.01 5.82 1.18 0.501
H 0.10 3.25 0.97 0.267
H 2.79 0.99 -0.05 0.403
H 2.84 -0.74 1.18 0.226
H 2.40 -0.22 2.83 0.256
H 0.49 -0.15 -2.35 0.178
H -2.05 -3.39 2.92 0.219
H -0.68 -4.42 2.52 0.222
H -2.05 -6.25 1.95 0.208
H -3.24 -5.46 2.98 0.214
H -4.48 -4.69 1.08 0.217
H -3.66 -6.02 0.26 0.221
```

## Properties
Max |F| ... 0.84 eV/A
Energy above the lowest of the compared OMol25 structures with the same formula, charge and spin ... 0.0 kJ/mol
Total charge ... 0
Kohn-Sham gap ... 8.71 eV
E_HOMO ... -8.26 eV



(3)
Computed, not measured: one molecule with the formula C19H17N5O3S, with ωB97M-V/def2-TZVPD.

Geometry as XYZ:
```
45
Properties=species:S:1:pos:R:3:nbo_charge:R:1
C -4.06 1.42 -1.05 -0.647
C -2.77 1.43 -0.30 0.025
C -1.73 2.29 -0.63 -0.233
C -0.53 2.25 0.05 -0.193
C -0.33 1.32 1.06 0.096
N 0.94 1.22 1.65 -0.208
N 1.17 0.67 2.85 -0.063
N 2.42 0.62 3.03 -0.048
N 3.08 1.12 2.00 -0.335
C 2.17 1.51 1.13 0.169
S 2.56 2.26 -0.39 0.295
C 4.12 1.38 -0.75 -0.626
C 3.77 0.20 -1.64 0.575
O 4.30 0.02 -2.71 -0.500
C 2.65 -0.63 -1.10 -0.155
C 2.77 -1.35 0.08 -0.195
C 1.68 -2.05 0.57 -0.246
C 0.46 -2.01 -0.09 0.262
C 0.33 -1.24 -1.25 0.153
C 1.43 -0.58 -1.77 -0.215
N -0.94 -1.11 -1.82 -0.615
C -2.02 -1.81 -1.41 0.666
O -3.13 -1.62 -1.84 -0.599
C -1.69 -2.92 -0.42 -0.163
O -0.61 -2.66 0.45 -0.480
C -1.37 0.47 1.46 0.021
C -1.27 -0.47 2.61 -0.632
C -2.57 0.55 0.76 -0.215
H -4.18 0.46 -1.55 0.255
H -4.09 2.21 -1.79 0.212
H -4.90 1.54 -0.36 0.221
H -1.86 3.02 -1.43 0.217
H 0.25 2.95 -0.21 0.219
H 4.53 1.07 0.21 0.284
H 4.79 2.07 -1.25 0.256
H 3.71 -1.38 0.60 0.231
H 1.76 -2.63 1.48 0.239
H 1.33 0.00 -2.67 0.224
H -1.07 -0.40 -2.54 0.420
H -1.48 -3.83 -1.01 0.202
H -2.56 -3.11 0.21 0.226
H -0.39 -1.11 2.53 0.238
H -1.17 0.08 3.54 0.240
H -2.15 -1.10 2.67 0.209
H -3.38 -0.11 1.04 0.215
```

## Properties
Max |F| ... 1.88 eV/A
Total charge ... 0
Kohn-Sham gap ... 8.99 eV
E_HOMO ... -8.68 eV



(4)
Computed, not measured: C19H17O4PYb as an isolated structure, with ωB97M-V/def2-TZVPD.

Geometry as XYZ:
```
42
Properties=species:S:1:pos:R:3:lowdin_spin:R:1
Yb -0.45 0.12 -2.31 0.025
O 0.17 3.59 -1.69 0.000
C -0.06 2.49 -1.91 0.000
C -0.61 -2.28 -1.96 0.001
O -0.66 -3.43 -1.98 -0.001
C 1.82 0.04 -1.48 0.000
O 2.91 0.06 -1.07 -0.001
C -2.67 0.32 -1.26 0.029
O -3.80 0.43 -1.02 0.015
C -0.14 0.90 -6.10 0.000
H -1.04 1.54 -6.16 0.000
H 0.83 1.44 -6.14 0.000
C -0.20 -0.43 -6.16 0.000
H 0.71 -1.06 -6.26 0.000
H -1.16 -0.97 -6.28 0.000
C -2.29 -0.54 1.97 0.049
P -0.84 -0.24 0.85 0.150
C -0.22 1.31 1.59 0.053
C -0.98 2.44 1.22 0.024
C -0.73 3.68 1.79 0.002
C 0.35 3.83 2.68 0.046
C 1.17 2.74 2.99 0.010
C 0.84 1.46 2.49 0.022
C 0.32 -1.50 1.42 0.159
C 1.71 -1.34 1.50 0.056
C 2.53 -2.46 1.76 0.051
C 1.96 -3.73 1.87 0.199
C 0.57 -3.90 1.72 0.027
C -0.24 -2.80 1.48 0.070
H -3.01 0.27 1.77 0.000
H -2.08 -0.61 3.07 0.002
H -2.78 -1.45 1.61 0.000
H -1.74 2.32 0.45 0.001
H -1.36 4.52 1.51 -0.001
H 0.51 4.80 3.15 0.002
H 2.06 2.89 3.59 0.000
H 1.47 0.62 2.77 0.002
H 2.18 -0.37 1.38 0.000
H 3.60 -2.33 1.91 0.000
H 2.56 -4.60 2.11 0.007
H 0.11 -4.88 1.80 -0.001
H -1.31 -2.90 1.31 0.001
```

## Properties
Max |F| ... 6.70 eV/A
Total charge ... +3
Multiplicity ... 2
Kohn-Sham gap (spin up / spin down) ... 6.84 / 4.24 eV
E_HOMO (spin up / spin down) ... -18.38 / -18.04 eV



(5)
Computed, not measured: C19H18BeClIN2O2 as an isolated structure, with ωB97M-V/def2-TZVPD.

Geometry as XYZ:
```
44
Properties=species:S:1:pos:R:3:nbo_charge:R:1
C 0.64 -5.79 0.79 -0.612
C 0.06 -6.06 -0.59 -0.602
H 1.72 -5.94 0.79 0.197
H 0.21 -6.48 1.53 0.194
H 0.44 -4.77 1.12 0.232
H 0.35 -5.29 -1.31 0.197
H 0.40 -7.02 -0.99 0.193
H -1.04 -6.09 -0.56 0.198
C 3.08 1.10 1.30 0.102
C 4.07 2.07 1.51 -0.251
C 4.33 3.02 0.52 -0.118
C 3.55 2.95 -0.65 -0.251
H 2.86 0.36 2.04 0.267
H 4.64 2.07 2.45 0.244
H 5.10 3.80 0.65 0.237
H 3.72 3.67 -1.45 0.225
N 2.31 1.01 0.18 -0.657
C 2.59 1.96 -0.79 0.259
C 1.75 1.82 -1.98 0.148
N 0.86 0.76 -1.91 -0.601
C 0.05 0.62 -3.00 0.123
C 1.02 2.51 -4.18 -0.119
C 0.11 1.45 -4.13 -0.246
H -0.66 -0.18 -2.95 0.231
H -0.57 1.26 -4.97 0.242
C 1.85 2.69 -3.07 -0.225
H 2.58 3.50 -3.05 0.226
H 1.09 3.18 -5.06 0.237
Be 0.81 0.11 -0.19 1.644
I 1.04 -1.83 1.91 -0.801
Cl -6.23 0.51 4.26 -0.029
C -4.90 0.61 3.09 0.020
C -5.05 1.38 1.95 -0.265
C -3.98 1.44 1.04 -0.145
C -2.77 0.73 1.25 -0.185
C -2.69 -0.04 2.43 -0.147
C -3.73 -0.11 3.35 -0.256
C -1.69 0.81 0.20 0.809
O -1.81 1.51 -0.76 -0.651
O -0.62 0.05 0.43 -1.015
H -5.98 1.93 1.79 0.230
H -4.09 2.04 0.16 0.230
H -1.78 -0.59 2.61 0.257
H -3.64 -0.71 4.25 0.235
```

## Properties
Max |F| ... 2.80 eV/A
Energy above the lowest of the compared OMol25 structures with the same formula, charge and spin ... 119.6 kJ/mol
Total charge ... 0
Kohn-Sham gap ... 5.34 eV
E_HOMO ... -7.12 eV



What did the first record say?
Computed, not measured: C19H17N2O2PSm as an isolated structure, with ωB97M-V/def2-TZVPD.

Geometry as XYZ:
```
42
Properties=species:S:1:pos:R:3:lowdin_spin:R:1
Sm 2.18 0.88 -1.10 5.121
N 4.80 1.38 -0.70 -0.006
N 4.13 2.58 -1.23 -0.007
C 3.31 3.20 -0.09 -0.001
O 3.63 4.30 0.26 -0.001
O 2.40 2.41 0.29 -0.014
H 5.32 1.62 0.15 0.000
H 5.50 1.07 -1.38 0.000
H 4.82 3.30 -1.50 0.000
C -5.14 -1.20 -0.62 0.000
C -4.47 -0.66 0.47 0.000
C -3.15 -0.27 0.35 -0.001
C -2.50 -0.41 -0.87 -0.003
C -3.17 -0.96 -1.96 0.000
C -4.49 -1.36 -1.83 0.000
P -0.74 0.02 -1.12 -0.008
C -0.32 0.92 0.46 -0.003
C 0.49 0.41 1.49 -0.002
C 0.79 1.22 2.58 0.000
C 0.29 2.51 2.67 -0.001
C -0.53 3.01 1.67 -0.001
C -0.82 2.23 0.56 0.000
C 0.13 -1.58 -0.81 -0.006
C -0.54 -2.76 -0.49 -0.002
C 0.20 -3.91 -0.28 0.000
C 1.57 -3.87 -0.37 -0.002
C 2.23 -2.68 -0.67 -0.008
C 1.54 -1.50 -0.94 -0.054
H -6.17 -1.50 -0.52 0.000
H -4.97 -0.55 1.41 0.000
H -2.62 0.14 1.20 0.000
H -2.66 -1.07 -2.91 0.000
H -5.01 -1.78 -2.68 0.000
H 0.83 -0.63 1.48 0.000
H 1.41 0.83 3.38 0.000
H 0.54 3.13 3.51 0.000
H -0.92 4.01 1.73 0.000
H -1.46 2.61 -0.23 0.000
H -1.61 -2.77 -0.40 0.000
H -0.30 -4.84 -0.04 0.000
H 2.15 -4.76 -0.20 0.000
H 3.32 -2.70 -0.72 -0.001
```

## Properties
Max |F| ... 2.59 eV/A
Total charge ... +1
Multiplicity ... 6
Kohn-Sham gap (spin up / spin down) ... 6.71 / 7.60 eV
E_HOMO (spin up / spin down) ... -11.34 / -11.35 eV